Entry from the OMol25 dataset: 9 unconnected molecules or ions with the total composition C96H216N3O9P6 (ωB97M-V/def2-TZVPD).

As for the total charge: +3. The energy is -6675.80503 a.u.

```
330
Properties=species:S:1:pos:R:3:lowdin_charge:R:1
C 2.99 1.35 -6.07 -0.104
C 3.60 1.96 -4.82 -0.253
C 5.14 1.92 -4.72 -0.218
C 5.83 2.68 -3.57 -0.232
P 7.61 2.21 -3.40 1.030
C 7.76 0.38 -3.26 -0.214
C 7.71 -0.44 -4.59 -0.264
C 7.63 -1.90 -4.55 -0.310
C 8.85 -2.59 -4.05 -0.092
C 8.23 3.03 -1.92 -0.247
C 7.42 2.72 -0.64 -0.241
C 8.19 3.19 0.61 -0.252
C 7.40 3.37 1.92 -0.089
C 8.61 2.79 -4.80 -0.265
C 8.31 4.23 -5.31 -0.245
C 9.36 4.69 -6.29 -0.298
C 9.20 4.22 -7.68 -0.106
H 1.89 1.15 -6.15 0.077
H 3.41 0.36 -6.24 0.063
H 3.19 1.88 -7.03 0.087
H 3.24 1.43 -3.91 0.073
H 3.19 2.94 -4.64 0.090
H 5.57 2.35 -5.63 0.112
H 5.38 0.87 -4.66 0.068
H 5.39 2.36 -2.62 0.056
H 5.71 3.76 -3.61 0.101
H 6.92 0.21 -2.54 0.075
H 8.70 0.11 -2.81 0.098
H 8.57 -0.13 -5.23 0.118
H 6.84 -0.10 -5.13 0.079
H 7.43 -2.30 -5.55 0.126
H 6.72 -2.11 -3.97 0.085
H 9.71 -2.12 -4.49 0.078
H 8.76 -3.64 -4.28 0.076
H 8.83 -2.45 -2.95 0.086
H 8.03 4.11 -2.19 0.122
H 9.30 2.86 -1.79 0.103
H 7.11 1.70 -0.46 0.082
H 6.44 3.17 -0.64 0.097
H 8.63 4.15 0.39 0.097
H 9.07 2.56 0.78 0.116
H 7.09 2.43 2.37 0.061
H 6.44 3.86 1.70 0.064
H 8.01 3.98 2.57 0.072
H 8.44 2.14 -5.72 0.120
H 9.61 2.67 -4.46 0.084
H 8.41 4.83 -4.45 0.088
H 7.34 4.18 -5.80 0.110
H 10.33 4.36 -5.91 0.119
H 9.36 5.78 -6.14 0.121
H 9.29 3.13 -7.70 0.071
H 10.03 4.63 -8.25 0.084
H 8.23 4.46 -8.18 0.095
C 5.14 -7.60 3.51 -0.098
C 4.28 -6.88 4.61 -0.255
C 3.82 -5.51 4.27 -0.250
C 4.96 -4.53 4.69 -0.280
P 4.86 -3.00 3.85 0.997
C 3.20 -2.32 4.20 -0.237
C 3.00 -1.05 3.37 -0.241
C 1.72 -0.35 3.78 -0.262
C 1.82 0.32 5.18 -0.076
C 6.03 -1.78 4.49 -0.252
C 7.39 -2.37 4.89 -0.270
C 8.35 -1.27 5.24 -0.277
C 9.70 -1.83 5.71 -0.096
C 4.97 -3.30 2.06 -0.255
C 5.98 -4.33 1.71 -0.272
C 5.83 -4.80 0.28 -0.275
C 4.66 -5.72 -0.05 -0.093
H 4.89 -7.34 2.45 0.054
H 5.06 -8.67 3.71 0.075
H 6.21 -7.33 3.44 0.072
H 4.83 -7.01 5.54 0.118
H 3.33 -7.53 4.66 0.133
H 2.99 -5.19 4.94 0.111
H 3.41 -5.37 3.24 0.126
H 5.85 -5.02 4.35 0.081
H 4.94 -4.52 5.72 0.095
H 3.12 -2.42 5.26 0.096
H 2.57 -3.11 3.80 0.076
H 2.94 -1.28 2.24 0.124
H 3.71 -0.28 3.47 0.083
H 0.83 -1.00 3.72 0.104
H 1.54 0.49 3.16 0.078
H 1.81 -0.32 6.07 0.074
H 1.18 1.16 5.26 0.047
H 2.85 0.76 5.09 0.085
H 5.48 -1.39 5.37 0.114
H 6.13 -1.01 3.73 0.098
H 7.80 -3.10 4.13 0.131
H 7.23 -2.92 5.78 0.098
H 7.93 -0.52 5.92 0.120
H 8.50 -0.68 4.30 0.119
H 10.45 -1.06 5.72 0.071
H 9.99 -2.65 5.06 0.073
H 9.71 -2.16 6.75 0.077
H 5.26 -2.24 1.64 0.152
H 3.96 -3.57 1.74 0.069
H 5.97 -5.27 2.30 0.094
H 7.00 -3.85 1.70 0.134
H 6.80 -5.27 0.07 0.114
H 5.73 -3.97 -0.47 0.120
H 3.74 -5.31 0.38 0.057
H 4.80 -6.71 0.42 0.065
H 4.50 -5.74 -1.15 0.085
C -3.11 3.33 4.49 -0.096
C -3.87 3.63 3.22 -0.215
C -2.99 4.32 2.05 -0.215
C -2.30 5.63 2.47 -0.286
P -1.12 6.37 1.30 1.066
C -1.89 6.84 -0.34 -0.232
C -2.46 5.73 -1.26 -0.240
C -3.00 6.25 -2.59 -0.251
C -3.28 5.10 -3.59 -0.082
C -0.62 8.01 2.07 -0.246
C 0.71 8.54 1.50 -0.277
C 1.16 9.89 1.97 -0.254
C 2.48 10.37 1.34 -0.087
C 0.33 5.27 0.96 -0.278
C 1.11 4.91 2.19 -0.229
C 2.22 3.89 1.79 -0.246
C 3.24 3.65 2.87 -0.102
H -3.79 2.99 5.30 0.091
H -2.58 4.15 4.91 0.056
H -2.46 2.52 4.46 0.031
H -4.79 4.22 3.35 0.116
H -4.25 2.78 2.68 0.043
H -3.77 4.52 1.28 0.090
H -2.25 3.60 1.58 0.106
H -1.67 5.42 3.41 0.105
H -3.05 6.36 2.70 0.103
H -1.06 7.39 -0.81 0.092
H -2.69 7.54 -0.10 0.098
H -3.19 5.10 -0.73 0.102
H -1.67 5.06 -1.52 0.069
H -2.26 6.93 -3.05 0.117
H -3.86 6.86 -2.52 0.088
H -3.63 5.53 -4.53 0.088
H -4.04 4.45 -3.17 0.050
H -2.37 4.50 -3.74 0.065
H -0.84 7.83 3.17 0.113
H -1.44 8.74 1.78 0.112
H 0.66 8.44 0.41 0.110
H 1.49 7.85 1.86 0.103
H 1.25 9.88 3.03 0.102
H 0.36 10.65 1.80 0.125
H 3.23 9.59 1.16 0.079
H 2.98 11.16 1.88 0.078
H 2.30 10.77 0.39 0.046
H 1.01 5.69 0.25 0.080
H -0.08 4.32 0.58 0.094
H 0.36 4.34 2.82 0.122
H 1.56 5.76 2.77 0.126
H 2.82 4.23 0.95 0.102
H 1.79 2.98 1.41 0.074
H 3.97 2.91 2.68 0.045
H 2.88 3.54 3.87 0.065
H 3.91 4.55 2.92 0.093
C -6.41 4.31 -1.53 -0.101
C -7.61 4.13 -0.54 -0.201
C -7.95 2.63 -0.53 -0.276
C -9.09 2.15 0.30 -0.278
P -9.05 0.36 0.41 0.977
C -7.72 -0.19 1.43 -0.277
C -7.22 0.86 2.50 -0.185
C -5.86 0.46 3.03 -0.282
C -5.76 -0.99 3.19 -0.128
C -8.92 -0.39 -1.21 -0.304
C -10.00 0.01 -2.16 -0.237
C -9.82 -0.59 -3.60 -0.253
C -9.76 -2.07 -3.66 -0.123
C -10.59 -0.11 1.20 -0.273
C -10.59 -0.26 2.72 -0.245
C -11.82 -1.11 3.19 -0.232
C -13.12 -0.27 3.17 -0.083
H -6.18 5.36 -1.68 0.069
H -6.68 3.92 -2.55 0.090
H -5.50 3.80 -1.29 0.028
H -8.42 4.82 -0.73 0.108
H -7.30 4.44 0.47 0.110
H -7.09 2.13 -0.22 0.063
H -8.24 2.34 -1.54 0.103
H -10.11 2.41 -0.12 0.127
H -9.12 2.56 1.34 0.119
H -6.93 -0.45 0.68 0.092
H -8.06 -1.15 1.92 0.109
H -7.98 0.96 3.33 0.130
H -7.20 1.82 2.01 0.080
H -5.77 0.94 3.97 0.101
H -5.02 0.85 2.45 0.074
H -4.98 -1.26 3.95 0.093
H -5.59 -1.58 2.26 0.057
H -6.73 -1.44 3.60 0.105
H -8.84 -1.47 -1.00 0.106
H -7.87 -0.16 -1.56 0.119
H -10.02 1.11 -2.28 0.115
H -10.89 -0.40 -1.72 0.106
H -8.87 -0.11 -3.97 0.125
H -10.60 -0.23 -4.29 0.115
H -10.55 -2.64 -3.18 0.079
H -8.82 -2.40 -3.19 0.061
H -9.73 -2.43 -4.71 0.093
H -10.93 -1.02 0.68 0.107
H -11.31 0.69 1.00 0.094
H -10.63 0.75 3.14 0.121
H -9.71 -0.79 3.08 0.087
H -11.56 -1.47 4.21 0.113
H -11.94 -1.99 2.53 0.109
H -13.14 0.33 4.06 0.075
H -14.03 -0.81 3.05 0.070
H -12.97 0.45 2.39 0.055
C -5.74 -7.22 -3.08 -0.091
C -5.77 -7.03 -1.53 -0.243
C -4.41 -6.44 -1.19 -0.235
C -4.23 -6.30 0.38 -0.262
P -2.92 -5.39 1.17 0.990
C -2.91 -6.01 2.82 -0.277
C -1.81 -5.40 3.78 -0.225
C -1.88 -5.86 5.26 -0.274
C -0.85 -5.27 6.18 -0.097
C -3.04 -3.57 1.13 -0.239
C -3.38 -2.89 -0.21 -0.205
C -4.89 -2.75 -0.48 -0.269
C -5.22 -2.39 -1.95 -0.075
C -1.44 -5.84 0.20 -0.266
C -1.33 -7.29 -0.01 -0.280
C -0.25 -7.72 -0.98 -0.233
C -0.91 -8.42 -2.18 -0.087
H -4.81 -7.75 -3.40 0.084
H -5.74 -6.21 -3.51 0.073
H -6.59 -7.82 -3.41 0.074
H -6.00 -7.93 -0.96 0.112
H -6.54 -6.28 -1.34 0.107
H -4.32 -5.46 -1.68 0.099
H -3.67 -7.04 -1.60 0.058
H -4.33 -7.30 0.75 0.093
H -5.16 -5.86 0.78 0.101
H -2.69 -7.11 2.64 0.119
H -3.90 -5.93 3.29 0.113
H -1.91 -4.20 3.65 0.145
H -0.80 -5.55 3.34 0.099
H -1.76 -6.88 5.22 0.085
H -2.89 -5.62 5.57 0.110
H -1.01 -4.24 6.38 0.062
H 0.15 -5.46 5.78 0.062
H -0.84 -5.90 7.13 0.102
H -2.04 -3.37 1.56 0.074
H -3.63 -3.25 1.98 0.082
H -2.94 -3.50 -1.03 0.110
H -2.95 -1.92 -0.23 0.062
H -5.22 -1.94 0.18 0.061
H -5.46 -3.63 -0.18 0.095
H -4.69 -1.46 -2.22 0.054
H -6.31 -2.17 -1.94 0.059
H -4.92 -3.28 -2.60 0.092
H -0.58 -5.30 0.62 0.074
H -1.57 -5.31 -0.77 0.117
H -2.28 -7.70 -0.35 0.078
H -1.15 -7.77 0.96 0.117
H 0.54 -8.36 -0.58 0.113
H 0.27 -6.80 -1.17 0.097
H -1.37 -7.61 -2.77 0.080
H -1.73 -9.09 -1.90 0.085
H -0.16 -8.86 -2.78 0.059
C 2.34 5.30 -2.26 -0.065
C 1.03 4.42 -2.53 -0.219
C 1.13 2.99 -1.99 -0.230
C -0.05 2.05 -2.29 -0.224
P 0.28 0.31 -1.81 1.035
C 0.91 0.38 -0.13 -0.214
C -0.15 0.91 0.80 -0.263
C -0.93 -0.17 1.48 -0.228
C -1.91 0.38 2.57 -0.053
C -1.21 -0.63 -1.99 -0.239
C -1.85 -0.42 -3.43 -0.204
C -2.88 0.67 -3.52 -0.313
C -3.47 0.66 -4.88 -0.132
C 1.51 -0.37 -2.91 -0.260
C 1.56 -1.91 -2.89 -0.204
C 2.64 -2.40 -3.91 -0.243
C 4.03 -1.83 -3.71 -0.106
H 2.77 5.30 -1.30 0.023
H 2.13 6.27 -2.70 0.067
H 3.22 4.86 -2.89 0.091
H 0.88 4.44 -3.62 0.112
H 0.21 4.93 -2.12 0.045
H 1.31 3.17 -0.91 0.090
H 2.05 2.47 -2.30 0.077
H -0.24 2.04 -3.35 0.093
H -0.96 2.40 -1.95 0.047
H 1.73 1.11 -0.22 0.077
H 1.30 -0.59 0.12 0.071
H -0.82 1.55 0.32 0.061
H 0.31 1.52 1.56 0.086
H -0.24 -0.97 1.86 0.098
H -1.58 -0.61 0.74 0.070
H -2.72 1.06 2.13 0.071
H -1.46 0.96 3.37 0.048
H -2.44 -0.46 3.03 0.068
H -1.82 -0.25 -1.22 0.039
H -0.97 -1.65 -1.71 0.069
H -2.39 -1.32 -3.66 0.095
H -1.13 -0.35 -4.34 0.143
H -2.40 1.63 -3.32 0.085
H -3.65 0.61 -2.77 0.089
H -4.02 -0.24 -5.17 0.070
H -2.76 0.71 -5.78 0.101
H -4.21 1.51 -5.12 0.098
H 2.43 0.11 -2.57 0.071
H 1.23 -0.04 -3.97 0.117
H 0.59 -2.33 -3.18 0.107
H 1.93 -2.31 -1.94 0.100
H 2.37 -2.12 -4.94 0.109
H 2.63 -3.47 -3.90 0.097
H 4.82 -2.48 -4.25 0.089
H 4.41 -1.72 -2.69 0.073
H 4.14 -0.87 -4.21 0.045
N 0.93 -3.12 0.89 -0.553
O 2.05 -2.64 0.61 -0.055
O -0.06 -2.96 0.11 -0.062
O 0.82 -3.89 1.86 -0.045
N 4.72 0.99 -0.47 -0.627
O 4.69 0.98 0.74 -0.006
O 5.45 0.21 -1.09 -0.065
O 3.95 1.75 -1.09 -0.075
N -4.07 1.42 -0.13 -0.602
O -2.91 1.78 -0.43 -0.043
O -4.78 2.20 0.45 -0.030
O -4.50 0.30 -0.36 -0.005
```